The following is a quantum chemistry calculation of a molecular structure, C27H35IN4P2Pd in a non-equilibrium geometry, from the Open Molecules 2025 dataset.

Summary:
**Orbital gap (spin up / spin down)**: 0.219 / 0.198 hartree
**ΔE to the lowest compared entry with this formula, charge and spin**: 0.00 kcal/mol
**Spin multiplicity**: 3
**LUMO energy (spin up / spin down)**: 0.3931 / -3.1076 eV
**DFT total energy**: -64682.8253 eV
**Total charge**: 0
**⟨S²⟩**: 2.010

Positions of all 70 atoms, in Å:
Pd 0.028 -0.009 3.683
C -2.087 1.915 -4.838
C -2.158 0.702 -4.278
C -1.335 -0.535 -4.531
C 0.015 -0.352 -5.259
C 0.964 0.564 -4.524
C 1.035 1.900 -4.556
C 0.212 2.898 -5.328
C -1.138 2.413 -5.901
C 1.448 0.553 5.139
H -2.787 2.663 -4.464
H -2.925 0.565 -3.515
H -1.944 -1.262 -5.090
H -1.142 -1.007 -3.557
H 0.481 -1.341 -5.341
H -0.155 -0.014 -6.283
H 1.664 0.058 -3.859
H 1.802 2.359 -3.931
H 0.821 3.304 -6.152
H 0.019 3.752 -4.663
H -1.604 3.265 -6.410
H -0.968 1.659 -6.671
H 1.062 1.349 5.803
H 2.388 0.908 4.669
H 1.684 -0.341 5.753
P 1.645 -0.480 2.106
P -1.438 -0.697 2.038
N 2.669 0.818 1.580
N 2.874 -1.691 2.398
N -2.069 0.570 1.026
N -2.833 -1.665 2.408
C 0.854 -1.081 0.519
C -0.504 -1.740 0.812
C 2.456 2.150 1.950
C 3.314 2.938 1.210
C 4.075 2.070 0.357
C 3.659 0.775 0.592
C 3.705 -1.683 3.520
C 4.314 -2.920 3.613
C 3.824 -3.727 2.535
C 2.934 -2.957 1.811
C -2.317 1.854 1.523
C -2.819 2.625 0.495
C -2.886 1.798 -0.674
C -2.424 0.543 -0.327
C -3.898 -2.011 1.573
C -4.665 -2.953 2.232
C -4.051 -3.205 3.503
C -2.930 -2.403 3.591
H 1.536 -1.749 -0.040
H 0.714 -0.163 -0.085
H -1.081 -1.915 -0.114
H -0.381 -2.718 1.316
H 1.706 2.387 2.708
H 3.400 4.024 1.280
H 4.856 2.367 -0.346
H 3.986 -0.181 0.180
H 3.791 -0.784 4.132
H 5.047 -3.212 4.368
H 4.107 -4.756 2.306
H 2.338 -3.197 0.928
H -2.093 2.078 2.568
H -3.102 3.678 0.568
H -3.231 2.096 -1.668
H -2.310 -0.361 -0.924
H -4.031 -1.524 0.607
H -5.586 -3.403 1.851
H -4.406 -3.887 4.279
H -2.185 -2.265 4.377
I -1.943 0.588 5.418